1.
Density functional theory data (ωB97M-V/def2-TZVPD) for C45H62BIrN9O3S as an isolated structure in a non-equilibrium geometry.

The geometry in ORCA input format:
```
! wB97M-V def2-TZVPD RIJCOSX def2/J DEFGRID3
* xyz 2 2
Ir 1.182 -0.613 0.283
C -2.103 0.532 1.540
C -2.083 -0.216 0.255
C -3.168 -0.713 -0.458
C -2.636 -1.324 -1.586
C -3.383 -2.027 -2.654
N -1.296 -1.175 -1.536
N -0.958 -0.507 -0.411
B -0.275 -1.522 -2.636
N 0.791 -2.505 -2.157
N 1.750 -2.219 -1.247
C 2.578 -3.268 -1.163
C 3.808 -3.302 -0.337
C 2.118 -4.269 -2.018
C 0.984 -3.760 -2.629
C 0.117 -4.449 -3.612
N 0.320 -0.165 -3.177
N 1.383 0.577 -2.735
C 1.603 1.621 -3.603
C 2.655 2.642 -3.449
C 0.643 1.534 -4.585
C -0.129 0.406 -4.309
C -1.277 -0.037 -5.129
H -3.100 0.481 1.969
H -1.852 1.580 1.375
H -1.386 0.121 2.248
H -4.201 -0.646 -0.189
H -4.430 -2.094 -2.372
H -2.995 -3.031 -2.808
H -3.320 -1.494 -3.599
H -0.846 -2.023 -3.527
H 3.752 -2.597 0.486
H 4.672 -3.042 -0.949
H 3.976 -4.305 0.048
H 2.557 -5.234 -2.167
H 0.469 -5.467 -3.753
H 0.141 -3.940 -4.574
H -0.916 -4.479 -3.270
H 2.619 3.104 -2.462
H 2.536 3.406 -4.212
H 3.644 2.197 -3.553
H 0.519 2.191 -5.421
H -1.335 0.571 -6.028
H -2.208 0.097 -4.579
H -1.196 -1.082 -5.418
O 1.354 1.305 1.912
H 2.050 1.901 1.619
H 0.569 1.843 2.048
O 3.024 1.113 -1.282
C 1.959 0.563 -1.440
C -5.701 5.743 0.466
C -4.183 5.710 0.336
C -3.714 4.282 0.070
N -2.267 4.188 -0.025
C -1.536 3.418 -0.822
S 0.050 3.053 -0.412
N -2.052 2.847 -1.948
C -2.932 3.360 -2.930
O -3.417 2.574 -3.703
C -3.098 4.825 -2.964
C -4.340 5.365 -3.302
C -4.501 6.736 -3.377
C -3.421 7.578 -3.156
C -2.176 7.045 -2.856
C -2.013 5.676 -2.751
H -6.040 6.748 0.695
H -6.033 5.086 1.266
H -6.168 5.424 -0.462
H -3.730 6.070 1.261
H -3.864 6.366 -0.475
H -4.165 3.900 -0.844
H -4.038 3.644 0.903
H -1.767 4.639 0.732
H -1.636 1.960 -2.207
H -5.169 4.699 -3.484
H -5.470 7.147 -3.612
H -3.545 8.647 -3.232
H -1.330 7.697 -2.704
H -1.031 5.277 -2.538
C 5.629 -1.633 5.478
C 5.015 -1.187 4.191
C 5.661 -0.253 3.379
C 5.109 0.154 2.156
C 5.839 1.146 1.312
C 3.902 -0.376 1.773
C 3.180 -1.307 2.579
C 3.798 -1.705 3.795
N 1.993 -1.708 2.115
C 1.136 -2.696 2.703
C 0.600 -2.240 4.081
C -0.352 -3.294 4.642
C 0.370 -4.633 4.780
C 0.850 -5.091 3.405
C -0.354 -5.261 2.482
C -1.064 -3.917 2.353
C -1.558 -3.451 3.720
C -0.088 -2.887 1.783
C 1.825 -4.075 2.815
H 6.479 -1.013 5.742
H 5.972 -2.664 5.391
H 4.905 -1.594 6.288
H 6.607 0.158 3.692
H 6.884 0.857 1.214
H 5.821 2.125 1.793
H 5.398 1.235 0.323
H 3.476 -0.104 0.809
H 3.331 -2.417 4.452
H 0.078 -1.288 3.955
H 1.415 -2.073 4.782
H -0.689 -2.961 5.629
H -0.311 -5.378 5.194
H 1.212 -4.538 5.467
H 1.374 -6.047 3.504
H -1.035 -6.004 2.895
H -0.028 -5.605 1.499
H -1.915 -4.013 1.670
H -2.255 -4.179 4.133
H -2.084 -2.498 3.625
H -0.610 -1.931 1.687
H 0.248 -3.220 0.796
H 2.126 -4.390 1.815
H 2.720 -4.021 3.430
*
```

Computed properties:
E_tot in Eh: -2997.47231
Energy above the lowest of the compared OMol25 structures with the same formula, charge and spin in eV: 0.000
Gap between HOMO and LUMO (alpha / beta) in eV: 6.5406 / 6.2868

---

2.
Density functional theory data (ωB97M-V/def2-TZVPD) for C45H62ClN5PRbSe2Si4 as an isolated structure in a non-equilibrium geometry.

The geometry in ORCA input format:
```
! wB97M-V def2-TZVPD RIJCOSX def2/J DEFGRID3
* xyz -2 1
Rb -0.315 -0.995 -1.212
Se 4.886 -0.362 -1.040
P 4.314 1.708 -1.021
Se 2.256 2.276 -0.990
C 5.163 2.545 -2.434
C 6.450 2.159 -2.798
C 7.090 2.769 -3.866
C 6.445 3.766 -4.587
C 5.163 4.153 -4.228
C 4.522 3.542 -3.158
C 5.185 2.499 0.409
C 4.549 3.467 1.177
C 5.200 4.047 2.259
C 6.493 3.661 2.582
C 7.131 2.690 1.821
C 6.478 2.107 0.746
H 6.933 1.353 -2.260
H 8.089 2.458 -4.148
H 6.937 4.226 -5.436
H 4.656 4.929 -4.789
H 3.511 3.825 -2.890
H 3.533 3.751 0.930
H 4.695 4.797 2.854
H 6.998 4.106 3.432
H 8.137 2.376 2.077
H 6.958 1.318 0.181
C -3.429 0.873 1.344
Si -2.903 2.634 0.856
C -4.387 3.726 1.398
C -1.491 3.088 2.062
Si -2.083 2.641 -1.335
Si -1.519 4.865 -1.754
C -2.943 6.137 -1.572
C -0.907 5.080 -3.548
C -0.097 5.519 -0.676
Si -3.835 2.239 -2.837
C -3.072 1.410 -4.380
C -4.961 3.597 -3.599
C -5.011 0.944 -2.107
H -3.867 0.823 2.346
H -2.572 0.192 1.316
H -4.173 0.478 0.649
H -4.555 3.705 2.480
H -5.301 3.375 0.909
H -4.239 4.768 1.101
H -1.695 2.756 3.086
H -1.315 4.168 2.086
H -0.561 2.615 1.731
H -3.631 6.031 -2.416
H -2.610 7.180 -1.536
H -3.518 5.938 -0.665
H -1.637 4.678 -4.258
H 0.025 4.524 -3.686
H -0.718 6.124 -3.817
H -0.394 5.607 0.373
H 0.274 6.495 -1.005
H 0.738 4.815 -0.716
H -2.273 2.033 -4.792
H -3.808 1.233 -5.170
H -2.630 0.448 -4.107
H -4.337 4.381 -4.039
H -5.588 4.069 -2.837
H -5.617 3.207 -4.383
H -4.427 0.114 -1.703
H -5.717 0.528 -2.831
H -5.591 1.362 -1.279
Cl -3.259 -2.783 -2.538
C -4.317 -2.716 -1.142
C -5.648 -2.433 -1.343
C -6.502 -2.247 -0.260
C -5.950 -2.297 1.027
C -4.627 -2.597 1.229
C -3.721 -2.889 0.150
C -2.419 -3.301 0.359
H -6.021 -2.333 -2.356
H -7.551 -2.028 -0.413
H -6.579 -2.079 1.885
H -4.217 -2.612 2.233
H -1.806 -3.681 -0.449
H -2.060 -3.473 1.367
N 0.250 -0.746 1.569
C 0.304 -0.505 2.697
N 0.357 -0.204 3.980
C 1.157 0.915 4.457
C 1.889 0.505 5.732
C 0.897 -0.020 6.773
C 0.078 -1.175 6.189
C -0.630 -0.723 4.915
H 0.504 1.772 4.668
H 1.857 1.205 3.676
H 2.438 1.367 6.118
H 2.610 -0.280 5.489
H 0.221 0.788 7.071
H 1.432 -0.352 7.666
H -0.664 -1.529 6.908
H 0.746 -2.005 5.947
H -1.355 0.063 5.162
H -1.165 -1.546 4.444
C 3.113 -4.753 -0.698
C 2.623 -3.553 -1.195
N 1.533 -3.490 -1.960
C 0.913 -4.624 -2.247
C 1.294 -5.889 -1.777
C 2.448 -5.929 -0.984
C 0.502 -7.016 -2.235
C 0.287 -8.279 -1.795
C 0.591 -8.985 -0.571
C 0.151 -10.315 -0.436
C 0.391 -10.971 0.745
N 1.018 -10.399 1.778
C 1.388 -9.141 1.560
N 1.222 -8.416 0.469
H 4.014 -4.757 -0.100
H 3.135 -2.614 -1.005
H 0.033 -4.539 -2.881
H 2.801 -6.870 -0.603
H -0.053 -6.780 -3.139
H -0.331 -8.870 -2.462
H -0.372 -10.794 -1.253
H 0.076 -11.998 0.895
H 1.894 -8.648 2.386
*
```

Computed properties:
E_tot in Eh: -8812.33117
Energy above the lowest of the compared OMol25 structures with the same formula, charge and spin in eV: 0.877
Gap between HOMO and LUMO in eV: 3.2732

---

3.
Density functional theory data (ωB97M-V/def2-TZVPD) for C45H62N5OPSTi as an isolated structure in a non-equilibrium geometry.

The geometry in ORCA input format:
```
! wB97M-V def2-TZVPD RIJCOSX def2/J DEFGRID3
* xyz 2 1
Ti 0.233 -0.868 -1.166
N 1.147 -5.259 -1.557
C 0.675 -4.006 -1.534
S 1.813 -2.699 -1.670
N -0.614 -3.848 -1.426
N -1.011 -2.551 -1.391
C -2.268 -2.309 -1.635
C -3.258 -3.371 -1.923
C -4.002 -3.329 -3.104
C -4.926 -4.322 -3.387
C -5.130 -5.358 -2.487
C -4.386 -5.414 -1.315
C -3.445 -4.436 -1.040
C -2.625 -0.889 -1.781
C -3.914 -0.473 -2.054
C -4.136 0.841 -2.433
C -3.059 1.706 -2.531
C -1.818 1.255 -2.137
N -1.608 0.001 -1.722
H 2.117 -5.423 -1.752
H 0.507 -6.034 -1.609
H -3.828 -2.540 -3.829
H -5.487 -4.286 -4.313
H -5.865 -6.124 -2.698
H -4.533 -6.228 -0.616
H -2.857 -4.493 -0.136
H -4.729 -1.178 -1.974
H -5.137 1.183 -2.668
H -3.182 2.729 -2.858
H -0.968 1.917 -2.110
C 0.714 -4.944 2.863
C -0.287 -4.305 1.888
C -1.694 -4.397 2.479
C 0.128 -2.878 1.563
C -0.777 -1.817 1.531
C -0.362 -0.489 1.491
C -1.379 0.548 1.964
C -1.375 0.603 3.501
C -2.817 0.295 1.513
C 1.034 -0.158 1.381
C 1.950 -1.233 1.267
C 1.452 -2.543 1.361
C 3.482 -1.209 1.168
C 4.198 0.070 0.694
C 4.113 -1.693 2.492
C 1.510 1.151 2.023
C 2.081 0.855 3.270
C 2.597 1.818 4.114
C 2.546 3.145 3.729
C 1.953 3.469 2.523
C 1.416 2.512 1.650
P 0.661 3.096 0.075
C 2.055 4.088 -0.807
C 3.374 3.299 -0.714
C 2.346 5.505 -0.298
C 1.666 4.197 -2.298
C -0.692 4.371 0.514
C -0.405 5.416 1.596
C -1.937 3.602 0.982
C -1.055 5.086 -0.798
H 0.360 -5.932 3.160
H 0.810 -4.334 3.766
H 1.706 -5.072 2.425
H -0.272 -4.881 0.961
H -1.754 -3.852 3.426
H -1.932 -5.441 2.683
H -2.468 -4.014 1.812
H -1.827 -2.007 1.703
H -1.063 1.513 1.597
H -1.635 -0.376 3.918
H -2.125 1.322 3.841
H -0.413 0.905 3.907
H -3.285 -0.505 2.093
H -2.887 0.038 0.459
H -3.418 1.191 1.680
H 2.185 -3.340 1.304
H 3.698 -1.983 0.427
H 3.698 0.976 1.016
H 4.311 0.101 -0.392
H 5.205 0.098 1.112
H 4.134 -0.890 3.231
H 5.144 -1.996 2.303
H 3.585 -2.546 2.929
H 2.102 -0.181 3.587
H 3.028 1.532 5.066
H 2.953 3.924 4.363
H 1.914 4.508 2.238
H 3.541 2.881 0.274
H 4.207 3.979 -0.916
H 3.435 2.498 -1.448
H 2.775 5.516 0.705
H 1.477 6.159 -0.319
H 3.095 5.947 -0.962
H 1.217 3.275 -2.688
H 2.565 4.397 -2.892
H 0.968 5.011 -2.486
H -0.221 4.957 2.565
H -1.300 6.039 1.702
H 0.421 6.084 1.352
H -1.830 3.271 2.017
H -2.169 2.742 0.355
H -2.797 4.277 0.954
H -0.331 5.851 -1.069
H -2.019 5.587 -0.672
H -1.150 4.394 -1.642
N 0.704 -0.755 -5.425
C 0.848 -0.708 -4.110
O -0.055 -1.121 -3.349
C 2.100 -0.172 -3.499
C 1.797 0.149 -2.039
H -0.121 -1.166 -5.827
H 1.435 -0.453 -6.047
H 2.468 0.690 -4.059
H 2.853 -0.958 -3.576
H 1.439 1.176 -1.947
H 2.691 0.042 -1.429
*
```

Computed properties:
E_tot in Eh: -3689.55441
Energy above the lowest of the compared OMol25 structures with the same formula, charge and spin in eV: 1.194
Gap between HOMO and LUMO in eV: 6.5492

---

4.
Density functional theory data (ωB97M-V/def2-TZVPD) for C45H64F2IrNO2SSbSe as an isolated structure in a non-equilibrium geometry.

The geometry in ORCA input format:
```
! wB97M-V def2-TZVPD RIJCOSX def2/J DEFGRID3
* xyz 0 2
Ir 0.170 -0.099 -0.199
C -1.500 7.345 -2.703
C -2.328 6.212 -2.096
C -3.406 6.836 -1.198
C -2.995 5.437 -3.244
C -1.472 5.225 -1.321
C -2.079 4.126 -0.726
C -1.314 3.131 -0.157
Se -2.206 1.443 0.113
C -2.431 0.782 1.935
C -3.736 0.813 2.385
C -4.107 0.138 3.544
C -3.083 -0.474 4.264
C -1.766 -0.547 3.853
C -1.411 0.004 2.571
O -0.289 -0.206 2.006
C -0.806 -1.267 4.805
C 0.634 -1.341 4.300
C -0.793 -0.507 6.146
C -1.298 -2.708 5.023
C -5.575 0.014 3.915
C -6.224 1.398 4.053
C -6.276 -0.768 2.790
C -5.789 -0.748 5.225
C 0.112 3.128 -0.193
O 0.762 2.114 0.215
C 0.730 4.304 -0.746
C -0.076 5.287 -1.282
C 2.249 4.393 -0.831
C 2.752 3.296 -1.779
C 2.732 5.740 -1.381
C 2.849 4.182 0.565
H -2.154 8.021 -3.249
H -0.763 6.955 -3.402
H -0.993 7.913 -1.927
H -3.952 7.588 -1.764
H -2.951 7.316 -0.334
H -4.118 6.095 -0.845
H -3.617 6.106 -3.835
H -3.619 4.630 -2.870
H -2.235 5.002 -3.890
H -3.154 4.016 -0.729
H -4.467 1.351 1.794
H -3.327 -0.951 5.197
H 1.012 -0.349 4.076
H 0.687 -1.952 3.400
H 1.270 -1.788 5.064
H -0.488 0.527 5.993
H -0.089 -0.970 6.834
H -1.768 -0.502 6.623
H -1.370 -3.224 4.068
H -2.275 -2.745 5.496
H -0.599 -3.251 5.655
H -6.152 1.968 3.132
H -5.743 1.965 4.848
H -7.280 1.284 4.298
H -6.212 -0.239 1.843
H -7.328 -0.911 3.031
H -5.816 -1.746 2.666
H -5.339 -0.225 6.066
H -5.378 -1.753 5.170
H -6.856 -0.840 5.420
H 0.402 6.138 -1.732
H 2.350 3.440 -2.781
H 2.437 2.325 -1.420
H 3.840 3.311 -1.834
H 2.417 5.870 -2.415
H 3.820 5.766 -1.360
H 2.359 6.570 -0.787
H 2.525 3.228 0.970
H 2.527 4.974 1.237
H 3.936 4.187 0.510
C 2.704 0.170 1.944
C 3.301 0.189 0.585
C 4.670 0.413 0.416
C 5.239 0.316 -0.832
C 4.405 0.078 -1.944
C 4.900 -0.045 -3.253
C 4.040 -0.270 -4.306
C 2.669 -0.296 -4.097
C 2.138 -0.138 -2.819
S 0.424 0.034 -2.626
C 3.006 -0.028 -1.704
N 2.491 -0.042 -0.451
H 3.437 0.442 2.700
H 2.314 -0.826 2.159
H 1.860 0.857 1.977
H 5.277 0.621 1.285
H 6.304 0.416 -0.974
H 5.963 0.046 -3.421
H 4.433 -0.385 -5.305
H 1.989 -0.413 -4.927
F -1.614 -2.484 0.561
C -1.619 -1.499 -0.425
F -1.481 -2.222 -1.586
H -2.656 -1.115 -0.442
C -0.411 -5.040 1.822
C 1.023 -4.605 1.617
Sb 1.216 -3.035 0.084
C 3.378 -3.255 -0.315
C 4.011 -4.572 0.081
C 0.427 -4.259 -1.565
C 1.055 -5.618 -1.794
H -0.469 -5.830 2.573
H -0.840 -5.418 0.896
H -1.022 -4.205 2.153
H 1.632 -5.434 1.266
H 1.452 -4.231 2.544
H 3.882 -2.438 0.200
H 3.487 -3.087 -1.387
H 3.979 -4.713 1.160
H 5.057 -4.587 -0.231
H 3.513 -5.414 -0.394
H 0.510 -3.640 -2.458
H -0.630 -4.374 -1.338
H 2.089 -5.531 -2.121
H 0.502 -6.138 -2.579
H 1.012 -6.234 -0.898
*
```

Computed properties:
E_tot in Eh: -5302.20891
Gap between HOMO and LUMO (alpha / beta) in eV: 5.1076 / 5.4716

---

Which of these has the lowest E_tot?
C45H62ClN5PRbSe2Si4